[1]
This record from OMol25 describes an isolated molecule of C2H4N2O2 at a distorted geometry. The level of theory is the ωB97M-V functional and the def2-TZVPD basis.

```
10
Properties=species:S:1:pos:R:3:nbo_charge:R:1
C 0.799 -1.068 0.236 0.29
C -1.709 0.738 -1.543 -0.08
H 0.323 1.197 0.754 0.47
H 0.930 -2.149 0.135 0.19
H -1.824 0.162 -2.416 0.19
H -2.218 1.709 -1.531 0.21
N 1.220 -0.503 1.269 -0.14
N -1.049 0.436 -0.499 -0.14
O 0.903 0.833 1.467 -0.56
O -0.021 -0.641 -0.778 -0.43
```

As for the multiplicity: 1. The value obtained for the relative energy (zero: lowest compared OMol25 entry of this formula, charge and spin) is 568.3 kJ/mol. Its SMILES is C=NO/C=N\O.

***

[2]
This record from OMol25 describes a structure of composition C21H19InN5O4S3SbSe4. The level of theory is the ωB97M-V functional and the def2-TZVPD basis.

```
58
Properties=species:S:1:pos:R:3:nbo_charge:R:1
In 0.201 0.098 -1.084 1.54
C 4.071 -5.792 2.262 -0.63
C 3.781 -4.487 1.569 0.02
C 2.504 -4.204 1.086 -0.22
C 2.244 -3.022 0.415 -0.11
C 3.276 -2.107 0.238 -0.39
C 4.554 -2.362 0.713 -0.16
C 4.796 -3.551 1.378 -0.22
S 2.969 -0.625 -0.651 2.32
O 4.218 0.029 -0.896 -0.91
O 2.137 -0.991 -1.815 -0.96
N 1.919 0.289 0.188 -1.04
C 1.719 0.112 1.572 0.36
C 2.735 0.121 2.528 -0.28
C 2.374 -0.064 3.848 -0.14
C 1.033 -0.220 4.180 -0.28
C 0.100 -0.189 3.158 0.07
N 0.442 -0.040 1.879 -0.47
H 3.153 -6.294 2.564 0.22
H 4.690 -5.639 3.146 0.22
H 4.616 -6.463 1.593 0.23
H 1.703 -4.920 1.230 0.22
H 1.250 -2.817 0.034 0.23
H 5.342 -1.636 0.549 0.25
H 5.792 -3.759 1.754 0.22
H 3.763 0.281 2.230 0.23
H 3.135 -0.075 4.619 0.22
H 0.717 -0.354 5.206 0.23
H -0.961 -0.307 3.349 0.22
Se -4.209 -1.196 1.057 -0.58
Sb -3.400 0.050 -0.819 1.05
Se -2.441 1.462 1.140 0.05
Se -4.696 1.341 -2.343 -0.61
Se -1.536 -1.323 -2.006 -0.55
N -3.452 5.876 -5.537 -0.78
C -2.526 5.099 -4.885 0.22
C -1.358 5.670 -4.361 -0.29
C -0.431 4.888 -3.708 -0.15
C -0.656 3.518 -3.597 -0.38
C -1.805 2.928 -4.121 -0.13
C -2.727 3.715 -4.766 -0.27
S 0.391 2.566 -2.609 2.31
O 1.587 3.299 -2.299 -0.92
O 0.528 1.218 -3.150 -0.94
N -0.482 2.254 -1.229 -0.99
C -0.458 3.152 -0.212 0.26
S 0.508 4.583 -0.034 0.49
C -0.271 4.950 1.459 -0.45
C -1.172 4.012 1.773 -0.03
N -1.279 3.002 0.829 -0.50
H -3.408 6.873 -5.433 0.39
H -4.363 5.490 -5.707 0.39
H -1.188 6.736 -4.471 0.22
H 0.474 5.320 -3.301 0.24
H -1.976 1.863 -4.016 0.26
H -3.632 3.265 -5.156 0.23
H -0.007 5.833 2.019 0.26
H -1.805 3.964 2.645 0.24
```

As for the multiplicity: 1.

***

[3]
This record from OMol25 describes a cluster of 8 separate species, C12H34N2O14 in total at a distorted geometry. The level of theory is the ωB97M-V functional and the def2-TZVPD basis.

```
62
Properties=species:S:1:pos:R:3:nbo_charge:R:1
C -10.346 9.786 -18.184 -0.24
O -9.570 10.269 -17.103 -0.76
H -9.980 10.211 -19.127 0.15
H -10.333 8.699 -18.169 0.18
H -11.388 10.129 -18.098 0.15
H -9.319 11.192 -17.257 0.49
C -13.528 14.550 -16.702 -0.25
O -12.749 15.296 -17.622 -0.76
H -12.980 13.665 -16.376 0.17
H -13.612 15.186 -15.816 0.16
H -14.500 14.221 -17.065 0.17
H -13.233 15.936 -18.155 0.50
C -9.479 14.216 -17.206 -0.25
O -8.756 12.971 -17.238 -0.80
H -10.498 13.903 -17.427 0.20
H -9.439 14.734 -16.246 0.17
H -9.055 14.889 -17.951 0.16
H -8.051 13.021 -17.918 0.51
C -7.552 13.149 -20.352 -0.27
O -6.757 13.002 -19.170 -0.74
H -8.366 12.439 -20.211 0.19
H -7.934 14.146 -20.586 0.17
H -7.016 12.844 -21.256 0.18
H -6.045 13.655 -19.247 0.49
C -6.754 11.531 -15.117 -0.50
N -6.422 11.033 -13.747 0.53
O -7.265 11.127 -12.887 -0.37
O -5.275 10.670 -13.571 -0.38
H -7.595 10.952 -15.493 0.26
H -5.907 11.289 -15.754 0.23
H -6.887 12.606 -15.088 0.23
C -9.855 13.465 -13.495 -0.49
N -9.994 13.062 -12.053 0.54
O -9.668 13.887 -11.218 -0.38
O -10.404 11.952 -11.801 -0.36
H -9.258 12.760 -14.066 0.24
H -9.499 14.479 -13.612 0.22
H -10.886 13.331 -13.823 0.23
C -10.718 17.390 -19.269 -0.27
O -11.207 18.711 -19.487 -0.48
C -12.523 18.785 -19.573 0.99
O -13.296 17.919 -19.302 -0.67
O -12.833 19.996 -20.007 -0.49
C -14.216 20.334 -19.992 -0.27
H -11.180 16.587 -19.835 0.20
H -10.797 17.215 -18.193 0.20
H -9.648 17.445 -19.470 0.19
H -14.861 19.519 -20.325 0.20
H -14.243 21.153 -20.709 0.20
H -14.643 20.650 -19.039 0.19
C -5.944 15.554 -17.676 -0.26
O -4.848 15.359 -18.564 -0.52
C -4.157 16.410 -18.997 0.99
O -4.435 17.562 -18.843 -0.63
O -3.101 15.942 -19.650 -0.49
C -2.163 16.896 -20.101 -0.26
H -5.812 16.450 -17.074 0.21
H -5.895 14.687 -17.021 0.20
H -6.897 15.569 -18.194 0.18
H -1.197 16.400 -20.189 0.20
H -2.047 17.755 -19.444 0.21
H -2.387 17.271 -21.102 0.19
```

As for the multiplicity: 1. The value obtained for the relative energy (zero: lowest compared OMol25 entry of this formula, charge and spin) is 0.0 kJ/mol. Its SMILES is C[N+](=O)[O-].C[N+](=O)[O-].COC(=O)OC.COC(=O)OC.CO.CO.CO.CO.

***

[4]
This record from OMol25 describes the ion C10H16N3O2 with charge +1 at a distorted geometry. The level of theory is the ωB97M-V functional and the def2-TZVPD basis.

```
31
Properties=species:S:1:pos:R:3:nbo_charge:R:1
C 3.059 -0.292 0.308 0.06
C 1.939 -0.909 -0.121 -0.15
C 0.615 -0.287 -0.037 -0.20
C 0.741 1.190 -0.133 0.58
C 2.040 1.869 0.212 0.04
C 1.965 3.218 0.146 -0.31
C -0.562 -0.992 0.132 -0.15
C 1.925 -2.335 -0.539 -0.09
C -3.041 0.050 -0.485 -0.28
C -2.195 -0.225 0.686 -0.03
N 3.125 1.061 0.501 -0.57
N -2.814 -1.125 1.501 -0.84
N -2.776 1.379 -1.083 -0.70
O -0.194 1.810 -0.648 -0.65
O 1.262 -3.330 0.179 -0.72
H 3.984 -0.660 0.246 0.21
H 2.765 3.878 0.272 0.21
H 1.101 3.722 -0.192 0.22
H -0.766 -2.092 -0.126 0.24
H 2.977 -2.560 -0.769 0.18
H 1.603 -2.347 -1.638 0.19
H -2.770 -0.770 -1.152 0.23
H -4.097 -0.121 -0.176 0.25
H -1.954 0.594 1.397 0.22
H 3.918 1.383 1.045 0.42
H -2.404 -1.291 2.441 0.40
H -3.050 -2.092 1.054 0.37
H -2.725 1.108 -2.026 0.43
H -1.798 1.787 -0.959 0.49
H -3.532 2.071 -0.947 0.44
H 1.656 -3.693 0.911 0.48
```

As for the multiplicity: 1. The value obtained for the relative energy (zero: lowest compared OMol25 entry of this formula, charge and spin) is 182.9 kJ/mol. The total charge is +1. Its SMILES is C=c1[nH]cc(CO)/c(=C/[C@H](N)C[NH3+])c1=O.

***

[5]
This record from OMol25 describes a cluster of 2 separate species, C4H11NOSi in total at a distorted geometry. The level of theory is the ωB97M-V functional and the def2-TZVPD basis.

```
18
Properties=species:S:1:pos:R:3:nbo_charge:R:1
C -0.719 -1.034 0.099 0.60
C -2.157 -0.791 -0.213 -0.71
C -1.172 2.346 0.136 -0.35
C 2.375 -0.580 -0.895 -1.10
N -0.066 0.039 0.449 -0.76
O -0.175 -2.131 0.159 -0.60
Si 1.616 -0.002 0.752 1.28
H -2.363 0.019 -0.832 0.22
H -2.730 -1.750 -0.604 0.23
H -2.763 -0.597 0.654 0.23
H -0.305 2.448 0.788 0.18
H -0.987 2.393 -0.882 0.20
H -1.914 2.156 0.782 0.19
H 3.486 -0.370 -1.102 0.24
H 2.488 -1.720 -0.764 0.27
H 1.792 -0.309 -1.748 0.24
H 1.815 1.082 1.642 -0.19
H 1.777 -1.201 1.577 -0.17
```

As for the multiplicity: 1. The value obtained for the relative energy (zero: lowest compared OMol25 entry of this formula, charge and spin) is 465.9 kJ/mol.

***

[6]
This record from OMol25 describes an isolated molecule of C4H7NO2 at a distorted geometry. The level of theory is the ωB97M-V functional and the def2-TZVPD basis.

```
14
Properties=species:S:1:pos:R:3:nbo_charge:R:1
C -1.002 0.881 0.436 -0.08
C 0.449 1.048 0.084 -0.45
C 1.193 -0.261 0.255 -0.20
N 0.353 -1.257 -0.273 -0.67
C -0.857 -1.103 -0.827 0.86
O -1.699 -0.190 -0.412 -0.49
O -1.207 -1.726 -1.781 -0.61
H -1.139 0.474 1.439 0.19
H -1.579 1.800 0.296 0.21
H 0.740 1.781 0.860 0.23
H 0.589 1.496 -0.906 0.23
H 1.398 -0.464 1.307 0.18
H 2.142 -0.271 -0.285 0.20
H 0.618 -2.208 -0.192 0.41
```

As for the multiplicity: 1. The value obtained for the relative energy (zero: lowest compared OMol25 entry of this formula, charge and spin) is 101.2 kJ/mol. Its SMILES is O=C1NCCCO1.

***

[7]
This record from OMol25 describes an isolated molecule of C3H5NO2 at a distorted geometry. The level of theory is the ωB97M-V functional and the def2-TZVPD basis.

```
11
Properties=species:S:1:pos:R:3:nbo_charge:R:1
C 1.050 1.583 0.146 -0.44
C -1.419 0.403 -0.085 0.57
C 0.547 -1.038 -0.010 0.53
H 1.053 2.067 1.148 0.22
H 1.031 2.371 -0.593 0.21
H 1.987 0.865 0.130 0.27
H -1.600 1.576 -0.504 0.10
H -0.410 -1.807 0.033 0.19
N 0.076 0.343 -0.292 -0.54
O -2.203 -0.478 0.182 -0.55
O 1.745 -1.167 0.008 -0.56
```

As for the multiplicity: 1. The value obtained for the relative energy (zero: lowest compared OMol25 entry of this formula, charge and spin) is 274.3 kJ/mol. Its SMILES is CN(C=O)C=O.

***

E_tot: -9209.3324, -343329.9111, -44632.9155, -19184.4573, -15737.1967, -9846.2311, -8774.8522 (eV)